Entry 1:
Molecular formula: C5H11IS3
Method: DFT, the ωB97M-V functional and the def2-TZVPD basis

Geometry as XYZ:
```
20
Properties=species:S:1:pos:R:3:forces:R:3
C -0.189 1.909 -1.070 0.476 0.535 0.618
C 1.685 1.258 0.498 3.261 1.904 1.248
C 0.772 0.802 -0.566 -1.136 1.713 -1.995
C 0.658 -1.668 -0.198 0.001 -0.821 0.434
C -0.086 -0.359 -0.122 2.136 -0.195 -0.504
S 0.618 -2.763 1.234 0.144 -0.706 0.004
S -0.628 -1.424 -1.420 -1.179 -0.896 -0.849
S -1.105 -0.129 1.294 -0.874 1.479 0.351
I -4.431 -3.102 0.427 -2.187 -0.515 -0.240
H -1.104 1.946 -0.464 0.446 0.680 -0.104
H -0.506 1.486 -1.981 -0.704 0.105 -1.522
H 0.266 2.926 -1.244 -0.454 -1.161 0.343
H 1.362 2.033 1.231 -1.038 -1.316 0.009
H 2.545 1.949 0.216 -0.719 -1.070 -1.023
H 2.237 0.432 0.970 -0.515 0.183 0.299
H 1.229 0.518 -1.572 0.256 -0.162 1.750
H 1.629 -1.873 -0.731 -0.800 1.027 0.995
H -0.404 -2.308 2.002 0.292 0.079 -0.587
H -2.965 -2.759 0.598 2.223 0.548 0.210
H -1.583 1.127 0.901 0.372 -1.412 0.563
```
Positions in Å, forces in eV/Å.

Summary:
HOMO level (Ha): -0.332
SMILES: CC(C)[C@@]1(S)S[C@@H]1S.I
Net charge: 0
LUMO level (eV): 0.458
HOMO-LUMO gap (eV): 9.5
Energy relative to the best compared isomer or geometry (same formula, charge and spin) (eV): 0.7509

Mulliken charges, unit e, in atom order: number 1, C, carries -1.257; number 2, C, carries -1.377; number 3, C, carries 0.274; number 4, C, carries -0.563; number 5, C, carries 0.411; number 6, S, carries -0.172; number 7, S, carries -0.131; number 8, S, carries -0.122; number 9, I, carries -0.037; number 10, H, carries 0.218; number 11, H, carries 0.412; number 12, H, carries 0.331; number 13, H, carries 0.341; number 14, H, carries 0.370; number 15, H, carries 0.359; number 16, H, carries 0.302; number 17, H, carries 0.341; number 18, H, carries 0.129; number 19, H, carries 0.055; number 20, H, carries 0.118



Entry 2:
Molecular formula: C18H48N3O7
Method: DFT, the ωB97M-V functional and the def2-TZVPD basis

Geometry as XYZ:
```
76
Properties=species:S:1:pos:R:3:forces:R:3
O 0.947 0.613 -0.628 -0.076 -0.316 2.193
H 1.537 1.347 -0.102 -1.808 -0.360 -1.766
H -0.140 0.704 -0.432 2.978 0.132 -0.037
H 1.497 -0.274 -0.276 -0.984 1.866 -0.971
C -4.061 -5.101 -2.022 -8.163 2.594 2.225
O -2.851 -4.963 -2.313 7.816 2.180 -0.402
C -2.105 -4.493 -1.105 0.780 -1.340 -2.767
C -0.800 -4.064 -1.724 1.475 -0.206 -0.649
N 0.106 -3.590 -0.673 2.183 -0.389 2.655
C 1.395 -2.829 -1.099 -4.566 1.237 3.009
C 2.141 -2.363 0.129 0.366 0.048 -0.095
O 2.750 -1.071 -0.241 -1.645 -1.275 1.401
C 3.934 -0.774 0.514 -1.622 -2.546 -2.591
H -4.878 -5.258 -2.707 0.580 0.170 -1.821
H -4.459 -4.199 -1.441 0.081 -0.655 -0.413
H -4.233 -5.882 -1.415 -0.598 -3.197 2.905
H -1.986 -5.293 -0.411 0.242 -1.277 0.279
H -2.528 -3.753 -0.458 -1.078 1.126 -0.486
H -1.018 -3.183 -2.405 0.375 -1.005 0.630
H -0.332 -4.910 -2.352 -0.917 1.193 0.758
H 0.344 -4.315 0.225 -0.916 2.294 -3.761
H 1.165 -1.879 -1.595 -0.467 -0.712 -0.709
H 2.035 -3.437 -1.574 1.970 -1.981 -2.555
H 2.958 -3.026 0.120 1.315 -0.850 0.983
H 1.591 -2.456 1.109 0.450 0.858 -0.974
H 4.239 0.072 0.070 1.671 3.131 -0.871
H 4.579 -1.581 0.366 1.576 -1.154 -0.872
H 3.827 -0.817 1.505 -1.081 0.814 4.068
C -1.432 -2.761 4.456 0.131 -2.264 3.447
O -2.051 -2.508 3.384 -2.549 1.862 -7.593
C -1.236 -2.008 2.373 1.077 2.998 0.468
C -2.079 -1.367 1.326 -2.592 -1.773 2.713
N -1.292 -1.090 0.240 0.654 0.040 -4.733
C -2.092 -0.548 -0.872 -3.675 -1.835 -2.165
C -2.663 0.899 -0.735 2.726 -2.511 -4.769
O -1.483 1.664 -0.713 -0.675 1.458 3.103
C -2.050 2.994 -0.402 4.915 0.748 -0.762
H -2.166 -3.082 5.083 -2.085 -2.503 2.085
H -1.292 -1.969 5.024 2.543 4.598 2.293
H -0.693 -3.448 4.359 2.756 -1.987 0.142
H -0.558 -2.654 1.870 0.196 -1.860 -0.230
H -0.429 -1.215 2.670 -1.496 -0.780 0.554
H -2.803 -0.663 1.758 1.063 1.175 -0.123
H -2.861 -2.095 1.130 -0.283 -0.949 -0.689
H -1.019 -2.049 -0.224 0.219 1.874 1.644
H -3.088 -1.263 -1.125 2.080 1.516 1.058
H -1.586 -0.723 -1.834 0.399 0.636 0.405
H -3.331 0.833 0.052 -1.113 1.047 2.036
H -3.073 1.369 -1.700 -0.838 -1.798 1.238
H -1.131 3.625 0.048 -2.324 -1.079 -1.372
H -2.823 2.925 0.308 -0.943 -0.021 0.818
H -2.370 3.236 -1.418 -0.266 1.254 0.523
C 1.161 5.753 -3.617 0.018 0.214 -8.670
O 1.529 5.515 -2.461 4.936 -3.145 10.284
C 2.101 4.156 -2.204 -3.296 -0.597 0.201
C 2.418 4.053 -0.657 -2.076 3.988 -2.756
N 2.631 2.759 -0.187 1.318 -2.361 -3.316
C 2.956 2.771 1.167 4.174 -1.296 3.064
C 1.787 3.101 2.162 -0.581 6.443 -11.059
O 0.795 2.270 1.736 -2.650 0.578 0.967
C -0.372 2.355 2.606 0.766 -0.201 0.359
H 1.926 5.495 -4.430 -0.482 0.260 0.607
H 0.899 6.754 -3.827 -0.420 1.325 0.245
H 0.369 5.118 -3.776 -2.740 -1.331 -1.705
H 2.997 3.996 -2.771 0.609 0.263 -0.554
H 1.329 3.283 -2.595 1.518 2.204 1.060
H 1.610 4.599 -0.137 -0.050 -0.680 -0.171
H 3.218 4.810 -0.608 0.647 -0.664 0.716
H 3.439 2.428 -0.847 -1.650 0.072 2.085
H 3.920 3.408 1.238 -1.611 -0.300 0.885
H 3.392 1.728 1.550 -1.181 1.762 -1.138
H 1.703 4.354 2.054 -0.698 -3.397 0.820
H 2.158 2.774 2.917 3.932 -2.821 10.113
H -1.084 1.760 2.067 -0.678 -0.251 0.342
H -0.722 3.352 2.848 -0.075 0.734 -1.163
H -0.202 2.069 3.663 0.409 -1.023 -0.673
```
Positions in Å, forces in eV/Å.

Summary:
HOMO level (Ha): -0.427
Net charge: +1
LUMO level (eV): -1.921
HOMO-LUMO gap (eV): 9.7
Energy relative to the best compared isomer or geometry (same formula, charge and spin) (eV): 3.3109

Mulliken charges, unit e, in atom order: number 1, O, carries -0.426; number 2, H, carries 0.320; number 3, H, carries 0.613; number 4, H, carries 0.742; number 5, C, carries -0.851; number 6, O, carries -0.347; number 7, C, carries -0.112; number 8, C, carries -0.575; number 9, N, carries -0.347; number 10, C, carries -0.959; number 11, C, carries -0.640; number 12, O, carries -0.426; number 13, C, carries -1.045; number 14, H, carries 0.350; number 15, H, carries 0.226; number 16, H, carries 0.414; number 17, H, carries 0.413; number 18, H, carries 0.008; number 19, H, carries 0.137; number 20, H, carries 0.339; number 21, H, carries 0.314; number 22, H, carries 0.295; number 23, H, carries 0.677; number 24, H, carries 0.560; number 25, H, carries 0.247; number 26, H, carries 0.318; number 27, H, carries 0.470; number 28, H, carries 0.428; number 29, C, carries -1.129; number 30, O, carries -0.415; number 31, C, carries -0.082; number 32, C, carries -1.039; number 33, N, carries 1.088; number 34, C, carries -0.464; number 35, C, carries -0.905; number 36, O, carries -0.257; number 37, C, carries -0.905; number 38, H, carries 0.475; number 39, H, carries 0.455; number 40, H, carries 0.381; number 41, H, carries 0.158; number 42, H, carries 0.073; number 43, H, carries 0.377; number 44, H, carries 0.328; number 45, H, carries -0.695; number 46, H, carries 0.193; number 47, H, carries 0.466; number 48, H, carries 0.486; number 49, H, carries 0.429; number 50, H, carries 0.095; number 51, H, carries 0.401; number 52, H, carries 0.437; number 53, C, carries -0.729; number 54, O, carries -0.299; number 55, C, carries -0.535; number 56, C, carries -0.904; number 57, N, carries -0.095; number 58, C, carries -0.400; number 59, C, carries -1.092; number 60, O, carries 0.023; number 61, C, carries -0.766; number 62, H, carries 0.246; number 63, H, carries 0.280; number 64, H, carries 0.329; number 65, H, carries 0.491; number 66, H, carries 0.213; number 67, H, carries 0.393; number 68, H, carries 0.173; number 69, H, carries 0.288; number 70, H, carries 0.435; number 71, H, carries 0.098; number 72, H, carries 0.277; number 73, H, carries 0.765; number 74, H, carries 0.065; number 75, H, carries 0.350; number 76, H, carries 0.305



Entry 3:
Molecular formula: C2H5FNO5PV
Method: DFT, the ωB97M-V functional and the def2-TZVPD basis

Geometry as XYZ:
```
16
Properties=species:S:1:pos:R:3:forces:R:3
C 0.667 -1.895 -0.102 0.296 0.012 0.326
C 0.918 -0.424 -0.328 0.428 -0.275 -0.517
O 0.060 0.172 -1.318 0.469 -0.103 1.441
P -1.373 0.833 -1.024 -1.073 1.245 -2.301
F -1.371 1.218 0.554 0.778 -0.329 0.779
O -2.435 -0.357 -1.083 0.098 -0.304 0.739
N -2.815 -1.161 0.257 0.043 -0.175 0.051
O -3.410 -2.075 -0.007 -0.056 0.105 -0.123
H 0.769 -2.439 -1.036 -0.226 -0.016 -0.081
H -0.281 -2.105 0.386 -0.136 0.001 -0.141
H 1.451 -2.259 0.563 0.012 -0.079 0.056
H 0.895 0.119 0.632 -0.326 0.168 0.041
H 1.926 -0.305 -0.721 0.053 0.065 -0.091
O 1.263 3.590 -0.326 1.753 1.564 1.102
V 1.433 3.249 1.204 -3.170 -3.524 0.078
O 2.304 3.839 2.350 1.057 1.646 -1.360
```
Positions in Å, forces in eV/Å.

Summary:
HOMO level (Ha): -0.461
Net charge: +1
LUMO level (eV): -8.739
HOMO-LUMO gap (eV): 3.8

Mulliken charges, unit e, in atom order: number 1, C, carries -1.068; number 2, C, carries 0.021; number 3, O, carries -0.152; number 4, P, carries 0.308; number 5, F, carries -0.287; number 6, O, carries -0.304; number 7, N, carries 0.429; number 8, O, carries -0.166; number 9, H, carries 0.307; number 10, H, carries 0.264; number 11, H, carries 0.364; number 12, H, carries 0.003; number 13, H, carries 0.364; number 14, O, carries -0.471; number 15, V, carries 1.904; number 16, O, carries -0.515